[1]
Below is a molecular structure, C51H42As2CoN5O2S, with properties calculated with the ωB97M-V functional and the def2-TZVPD basis.

Last column: Mulliken spin population.
Element x y z (Å)
Co 0.0697 0.8129 -0.5373  2.818
C 1.0084 -3.4870 0.6523  0.123
C 1.8955 -2.3682 0.1317  0.001
As 1.2183 -1.2993 -1.3626  -0.027
C 1.1998 -2.5770 -2.8042  0.008
C 2.4010 -3.1331 -3.2360  0.003
C 2.3893 -4.1041 -4.2244  0.001
C 1.1884 -4.5194 -4.7836  0.000
C -0.0066 -3.9544 -4.3668  0.000
C -0.0025 -2.9832 -3.3745  -0.001
C 2.8287 -0.2804 -1.7399  -0.039
C 4.0081 -0.3830 -1.0136  -0.002
C 5.0991 0.4039 -1.3543  0.001
C 5.0161 1.2911 -2.4175  0.000
C 3.8397 1.3972 -3.1442  0.006
C 2.7470 0.6155 -2.8032  0.010
As -0.4473 -2.9700 1.8409  0.486
C -2.0169 -2.4250 0.9080  0.070
C -2.2096 -2.8291 -0.4103  0.026
C -3.4082 -2.5328 -1.0402  -0.006
C -4.4042 -1.8505 -0.3548  0.020
C -4.2093 -1.4595 0.9626  -0.015
C -3.0105 -1.7419 1.5993  0.048
C -0.8796 -4.4723 2.8978  0.054
C -2.2061 -4.8851 3.0258  0.057
C -2.4869 -6.0193 3.7689  -0.024
C -1.4611 -6.7192 4.3882  0.065
C -0.1420 -6.2921 4.2760  -0.022
C 0.1543 -5.1631 3.5355  0.069
H 1.5998 -4.1689 1.2683  0.002
H 0.5421 -4.0975 -0.1293  0.019
H 2.8242 -2.8186 -0.2285  0.002
H 2.1533 -1.6644 0.9271  -0.034
H 3.3468 -2.7967 -2.8253  0.000
H 3.3218 -4.5307 -4.5669  0.000
H 1.1874 -5.2759 -5.5558  0.000
H -0.9397 -4.2605 -4.8193  0.000
H -0.9339 -2.5161 -3.0779  0.001
H 4.0886 -1.0571 -0.1719  0.000
H 6.0165 0.3246 -0.7879  0.000
H 5.8698 1.9001 -2.6798  0.000
H 3.7744 2.0847 -3.9764  0.000
H 1.8344 0.6945 -3.3894  -0.008
H -1.4487 -3.3855 -0.9421  0.003
H -3.5736 -2.8535 -2.0603  0.002
H -5.3429 -1.6354 -0.8462  0.000
H -4.9895 -0.9347 1.4970  0.000
H -2.8613 -1.4285 2.6257  -0.011
H -3.0074 -4.3387 2.5449  0.005
H -3.5089 -6.3591 3.8633  0.000
H -1.6895 -7.6047 4.9644  0.002
H 0.6497 -6.8394 4.7676  0.000
H 1.1795 -4.8198 3.4635  0.004
O 0.6546 2.3297 2.8104  0.007
S 0.6595 1.0405 2.1704  0.007
O 1.7199 0.7777 1.1912  0.027
N -0.6615 0.7099 1.3465  0.092
C -1.8651 1.4269 1.4472  -0.058
C -2.3963 1.9910 2.5773  0.017
C -3.6557 2.6319 2.5373  -0.005
C -4.3791 2.6984 1.3814  0.010
C -3.8530 2.1365 0.1911  0.003
C -4.5363 2.1743 -1.0463  0.004
C -3.9653 1.6189 -2.1573  -0.002
C -2.6885 1.0424 -2.0385  -0.001
N -2.0246 0.9894 -0.9069  0.062
C -2.5934 1.5143 0.2206  0.029
C 0.8235 -0.1900 3.4297  0.016
C 2.0885 -0.6616 3.7474  0.015
C 2.2254 -1.5814 4.7793  0.014
C 1.1091 -2.0139 5.4813  0.003
C -0.1533 -1.5388 5.1525  -0.066
C -0.3020 -0.6271 4.1203  0.029
H -1.8479 1.9706 3.5090  0.000
H -4.0429 3.0696 3.4463  0.000
H -5.3464 3.1815 1.3552  0.000
H -5.5091 2.6465 -1.0980  0.000
H -4.4589 1.6304 -3.1177  0.000
H -2.1994 0.6178 -2.9085  -0.003
H 2.9528 -0.3010 3.2066  0.001
H 3.2090 -1.9439 5.0451  0.000
H 1.2232 -2.7180 6.2946  0.000
H -1.0212 -1.8718 5.7060  0.002
H -1.2816 -0.2406 3.8683  0.034
N -0.6378 10.5150 3.1722  0.000
C -0.5111 9.5673 2.5383  0.000
C -0.3531 8.3781 1.7501  0.000
C -0.4262 8.4485 0.3638  0.000
C -0.2854 7.2998 -0.3962  0.000
C -0.0740 6.0830 0.2356  0.000
C 0.0045 6.0033 1.6219  0.000
C -0.1332 7.1540 2.3757  0.000
N 0.0571 4.8930 -0.5510  0.003
C -0.1669 4.7547 -1.9057  -0.002
C 0.0313 3.4464 -2.1974  0.007
N 0.3802 2.7737 -1.0461  0.014
C 0.3831 3.6769 -0.0806  0.019
H -0.5891 9.4010 -0.1196  0.000
H -0.3305 7.3764 -1.4712  0.000
H 0.1660 5.0642 2.1315  0.000
H -0.0718 7.1046 3.4533  0.000
H -0.4324 5.5785 -2.5383  0.000
H -0.0303 2.9578 -3.1537  -0.002
H 0.6399 3.4807 0.9459  0.004

As for the LUMO energy (spin up / spin down): -4.8656 / -7.7209 eV. The spin multiplicity is 5. Its frontier orbital gap (spin up / spin down) is 8.134 / 5.336 eV. As for the expectation value of S²: 6.0150. Its total charge is +2.

[2]
Below is a molecular structure, C51H42LaN9O7P2Si, with properties calculated with the ωB97M-V functional and the def2-TZVPD basis.

Last column: Löwdin charge in e.
Element x y z (Å)
La 0.2486 -0.6886 -0.1595  2.020
C 0.2864 -1.5292 -6.5121  -0.134
C 0.9578 -2.7413 -6.1812  -0.126
C 1.5558 -2.9162 -4.9584  -0.036
C 1.5015 -1.8610 -4.0253  -0.126
C 1.9561 -1.7135 -2.6911  -0.330
N 1.5349 -0.5041 -2.2200  -0.032
C 0.8714 0.1489 -3.1842  -0.325
N 0.6024 1.5265 -3.1262  0.173
C 0.6723 2.1899 -2.0278  -0.336
C 1.1662 3.5936 -2.0278  -0.116
C 1.4654 4.4574 -3.0667  -0.026
C 2.0711 5.6674 -2.7463  -0.103
C 2.3929 5.9789 -1.4205  -0.104
C 2.0966 5.0938 -0.3895  -0.026
C 1.4716 3.9054 -0.7211  -0.107
C 1.0045 2.7637 0.1283  -0.348
N 1.0705 2.8399 1.4078  0.172
C 0.5737 1.7351 2.2222  -0.453
N 1.0842 0.4327 1.7764  -0.034
C 1.8832 -0.1283 2.6494  -0.299
N 2.5580 -1.2854 2.5929  0.172
C 2.6838 -2.0030 1.4601  -0.316
N 2.4266 -1.6125 0.2163  -0.014
C 2.8094 -2.6390 -0.6864  -0.314
N 2.6271 -2.6683 -1.9569  0.198
C 3.3443 -3.7509 0.1137  -0.108
C 3.7766 -5.0236 -0.2332  -0.018
C 4.1088 -5.8930 0.7943  -0.101
C 3.9948 -5.5116 2.1395  -0.101
C 3.5521 -4.2428 2.4788  -0.021
C 3.2486 -3.3699 1.4462  -0.111
C 1.9148 0.7153 3.8805  -0.083
C 2.5257 0.5079 5.1030  -0.017
C 2.3511 1.4736 6.0887  -0.103
C 1.5818 2.6113 5.8372  -0.101
C 0.9702 2.8016 4.6011  -0.030
C 1.1479 1.8367 3.6267  -0.108
N 0.5065 1.7715 -0.7034  0.003
C 0.8075 -0.6625 -4.3466  -0.131
C 0.2046 -0.4991 -5.6086  -0.054
H -0.1805 -1.4290 -7.4860  0.075
H 0.9798 -3.5460 -6.9083  0.078
H 2.0360 -3.8480 -4.6874  0.104
H 1.2443 4.1788 -4.0893  0.106
H 2.3088 6.3735 -3.5337  0.087
H 2.8819 6.9204 -1.1988  0.087
H 2.3413 5.3089 0.6436  0.110
H 3.8104 -5.3218 -1.2729  0.110
H 4.4390 -6.8982 0.5578  0.086
H 4.2262 -6.2284 2.9184  0.085
H 3.4057 -3.9405 3.5073  0.110
H 3.1085 -0.3891 5.2691  0.108
H 2.8077 1.3418 7.0625  0.087
H 1.4557 3.3524 6.6182  0.088
H 0.3758 3.6881 4.4087  0.103
H -0.3221 0.4168 -5.8509  0.095
O -2.0889 -4.0161 1.7006  -0.139
P -0.6899 -3.2370 1.7552  0.209
O 0.0760 -3.6370 2.9389  -0.268
O -0.9435 -1.7597 1.4828  -0.486
O 0.0686 -3.7940 0.3768  -0.290
P -0.4737 -3.7670 -1.1687  0.227
O -1.9994 -4.3691 -0.9993  -0.164
O 0.2799 -4.7046 -2.0094  -0.265
O -0.7033 -2.3128 -1.5057  -0.454
H -2.3828 -4.1690 0.7918  0.022
H -1.9539 -5.2873 -1.2763  0.072
C -0.9869 1.7057 2.2820  -0.120
Si -2.1311 2.4897 1.0144  0.722
C -2.6960 1.5269 -0.5108  -0.240
N -2.6745 0.0586 -0.4196  -0.219
C -3.1107 -0.5715 -1.6846  -0.193
C -4.5887 -0.3552 -2.0034  -0.181
C -5.4535 -0.8714 -0.8549  -0.201
C -5.0117 -0.2334 0.4604  -0.175
C -3.5152 -0.4550 0.6752  -0.199
C -1.6437 4.2040 0.4552  -0.255
C -1.8299 4.6365 -0.8565  -0.087
C -1.5434 5.9491 -1.2278  -0.087
C -1.0762 6.8493 -0.2852  -0.104
C -0.8886 6.4374 1.0311  -0.092
C -1.1674 5.1300 1.3913  -0.089
C -3.7254 2.8072 2.0147  -0.223
C -4.5632 3.8832 1.7029  -0.090
C -5.7350 4.1266 2.4095  -0.101
C -6.1000 3.2973 3.4605  -0.112
C -5.2848 2.2257 3.7975  -0.093
C -4.1178 1.9885 3.0821  -0.104
H -1.2734 0.6535 2.4021  0.076
H -1.3085 2.2041 3.2032  0.077
H -2.0570 1.8190 -1.3478  0.069
H -3.7002 1.9251 -0.7307  0.083
H -2.9121 -1.6399 -1.5997  0.100
H -2.4711 -0.2001 -2.4885  0.123
H -4.8223 -0.8763 -2.9357  0.109
H -4.8010 0.7053 -2.1758  0.101
H -5.3248 -1.9581 -0.7802  0.113
H -6.5140 -0.6840 -1.0462  0.100
H -5.5518 -0.6669 1.3070  0.112
H -5.2489 0.8354 0.4570  0.100
H -3.3108 -1.5235 0.7664  0.112
H -3.1865 -0.0114 1.6128  0.075
H -2.1796 3.9468 -1.6143  0.100
H -1.6689 6.2552 -2.2593  0.099
H -0.8371 7.8652 -0.5761  0.094
H -0.5024 7.1305 1.7689  0.096
H -0.9894 4.8148 2.4140  0.098
H -4.2940 4.5543 0.8933  0.099
H -6.3588 4.9711 2.1404  0.093
H -7.0102 3.4880 4.0166  0.090
H -5.5552 1.5717 4.6176  0.097
H -3.5033 1.1433 3.3726  0.099

As for the LUMO energy: 3.8267 eV. Its frontier orbital gap is 4.728 eV. Its total charge is -2.

Which energy above the lowest of the compared OMol25 structures with the same formula, charge and spin belongs to each record? In order, 0.2743; 0.0000 eV.